C3H7OPS | ωB97M-V with the def2-TZVPD basis set

Summary:
F_max: 0.05596 Eh/bohr
LUMO energy: -2.49 eV

Last column: Mulliken charge in e.
Positions of all 13 atoms, in Å:
C 1.7451 -0.1684 0.1359  0.44
C 1.2531 1.0867 0.8111  -0.94
C -1.9414 -0.1671 -0.6009  -0.85
O 0.9355 -1.1071 -0.0898  -0.58
P -1.3853 -1.6658 0.3131  0.38
S 3.4239 -0.0913 -0.2912  -0.34
H 2.0903 1.7164 1.0955  0.34
H 0.6601 0.8271 1.6881  0.28
H 0.6192 1.6316 0.1121  0.22
H -1.9083 0.7047 0.0520  0.27
H -2.9704 -0.3047 -0.9329  0.39
H -1.3055 0.0013 -1.4663  0.30
H -1.2164 -2.4635 -0.8267  0.10